{"formula": "C2", "method": "wB97M-V/def2-TZVPD", "elements": ["C", "C"], "positions_angstrom": [[0.000, 0.000, -0.969], [0.000, 0.000, 0.969]], "lowdin_spin": [0.500, 0.500], "total_charge": 1, "spin_multiplicity": 2, "e_tot_ha": -75.3923, "homo_lumo_gap_ev": [7.28, 7.61], "s2": 0.75, "e_homo_ev": [-18.615, -18.543], "relative_energy_ev": 0.999, "e_lumo_ev": [-11.3381, -10.9294]}

=====

{"formula": "C2H8NO4", "method": "wB97M-V/def2-TZVPD", "elements": ["O", "O", "O", "O", "N", "C", "C", "H", "H", "H", "H", "H", "H", "H", "H"], "positions_angstrom": [[2.764, 0.349, 0.031], [0.612, -0.136, -0.175], [1.109, 1.868, 0.282], [2.438, -2.624, -0.467], [-1.918, 0.906, -0.026], [-1.728, 2.039, 0.529], [1.607, 0.599, 0.074], [-2.838, 0.587, -0.304], [1.897, 2.348, 0.701], [3.450, -2.682, -0.307], [-2.580, 2.527, 0.816], [0.865, -1.080, -0.154], [-0.791, 2.548, 0.603], [2.319, -3.472, -1.009], [-1.130, 0.253, -0.310]], "mulliken_charge": [-0.452, -0.455, -0.474, -0.634, -0.086, -0.148, 0.612, 0.289, 0.335, 0.323, 0.324, 0.320, 0.374, 0.321, 0.350], "total_charge": 1, "e_tot_ha": -436.4607, "homo_lumo_gap_ev": 9.41, "e_homo_ev": -14.609, "relative_energy_ev": 1.070, "e_lumo_ev": -5.2017}

=====

{"formula": "C7H14O", "method": "wB97M-V/def2-TZVPD", "elements": ["O", "C", "C", "C", "C", "C", "C", "C", "H", "H", "H", "H", "H", "H", "H", "H", "H", "H", "H", "H", "H", "H"], "positions_angstrom": [[3.417, 1.392, 0.865], [0.480, -1.652, -0.729], [0.166, -2.539, 0.200], [-1.121, 0.509, 0.723], [-0.295, 1.684, -1.249], [-2.459, -0.047, 0.188], [1.048, -0.272, -0.531], [-0.107, 0.696, -0.385], [-3.106, -0.331, 1.013], [-0.780, -0.117, 1.550], [-2.275, -0.860, -0.507], [-1.025, 2.478, -1.132], [3.225, 0.686, 1.494], [0.376, -2.410, 1.260], [-2.974, 0.789, -0.290], [3.161, 2.244, 1.243], [0.166, -1.866, -1.750], [1.675, -0.261, 0.357], [1.678, 0.072, -1.349], [-0.328, -3.469, -0.047], [-1.311, 1.486, 1.159], [0.388, 1.790, -2.083]], "mulliken_charge": [-0.638, -0.191, -0.723, -0.791, -1.088, -1.102, -0.300, 0.720, 0.342, 0.290, 0.326, 0.296, 0.331, 0.252, 0.319, 0.313, 0.299, -0.131, 0.469, 0.263, 0.451, 0.294], "e_tot_ha": -350.2982, "homo_lumo_gap_ev": 9.91, "e_homo_ev": -9.177, "relative_energy_ev": 1.667, "e_lumo_ev": 0.7310}

=====

{"formula": "C6H7N", "method": "wB97M-V/def2-TZVPD", "elements": ["N", "C", "C", "C", "C", "C", "C", "H", "H", "H", "H", "H", "H", "H"], "positions_angstrom": [[-1.142, 2.714, -1.528], [-0.740, 1.921, -0.784], [1.013, -1.088, 0.898], [-0.040, -1.443, 0.153], [-1.135, -0.399, 0.120], [-0.287, 0.906, 0.183], [1.086, 0.246, -0.043], [0.031, -2.234, -0.579], [1.848, -1.790, 1.007], [1.979, 0.713, 0.306], [-1.764, -0.532, 1.010], [1.196, 0.086, -1.147], [-0.279, 1.368, 1.170], [-1.765, -0.468, -0.766]], "mulliken_charge": [-0.425, -0.101, -0.497, -0.293, -0.593, 0.325, -0.683, 0.369, 0.256, 0.391, 0.261, 0.290, 0.359, 0.341], "e_tot_ha": -287.4449, "homo_lumo_gap_ev": 8.96, "e_homo_ev": -8.734, "relative_energy_ev": 3.874, "e_lumo_ev": 0.2227}

=====

{"formula": "C4H4O2Tl", "method": "wB97M-V/def2-TZVPD", "elements": ["Tl", "O", "O", "C", "C", "C", "C", "H", "H", "H", "H"], "positions_angstrom": [[3.676, -0.281, 0.599], [0.654, 1.311, 0.993], [-2.374, 1.141, -2.712], [-2.103, 0.604, -1.757], [0.403, -0.731, 0.004], [-0.890, -0.868, 0.402], [1.303, 0.267, 0.550], [-1.457, -1.766, 0.147], [1.262, 1.994, 1.301], [0.815, -1.418, -0.740], [-1.290, -0.253, 1.212]], "mulliken_charge": [0.775, -0.355, -0.128, 0.155, -0.004, -0.840, 0.055, 0.331, 0.397, 0.343, 0.272], "total_charge": 1, "e_tot_ha": -477.4334, "homo_lumo_gap_ev": 8.16, "e_homo_ev": -13.458, "relative_energy_ev": 0.659, "e_lumo_ev": -5.2940}

=====

{"formula": "C4H20N2O6", "method": "wB97M-V/def2-TZVPD", "elements": ["O", "O", "O", "O", "O", "O", "N", "N", "C", "C", "C", "C", "H", "H", "H", "H", "H", "H", "H", "H", "H", "H", "H", "H", "H", "H", "H", "H", "H", "H", "H", "H"], "positions_angstrom": [[2.174, -0.543, 2.146], [1.408, 2.291, -2.399], [0.476, -2.553, 2.542], [-0.004, -1.466, -1.924], [0.817, 1.157, 0.352], [2.696, -0.895, -1.577], [-1.051, 0.081, 0.999], [-1.882, -2.017, 0.423], [-2.098, 2.854, -0.152], [-0.392, 1.009, 0.244], [-2.266, -0.616, 0.656], [-1.188, 1.790, -0.792], [1.381, 1.488, -1.862], [-2.683, 2.455, 0.678], [0.035, -0.885, -2.693], [-1.512, 3.678, 0.288], [3.146, -1.361, -2.299], [-3.035, -0.657, 1.446], [-2.628, -2.688, 0.492], [-1.834, 1.230, -1.479], [-0.271, -2.781, 1.946], [2.086, 0.099, 1.420], [-1.265, -2.137, -0.361], [-0.459, 2.262, -1.458], [1.173, -3.212, 2.449], [1.327, -0.811, 2.510], [-0.516, -0.493, 1.636], [3.213, -1.096, -0.787], [-2.813, 3.232, -0.912], [2.091, 2.856, -2.026], [0.752, -1.239, -1.360], [-2.685, -0.228, -0.289]], "mulliken_charge": [-0.643, -0.669, -0.687, -0.668, -0.654, -0.618, 0.058, -0.456, -1.239, 0.522, -0.465, -0.414, 0.271, 0.299, 0.310, 0.333, 0.264, 0.279, 0.200, 0.389, 0.341, 0.399, 0.191, 0.395, 0.291, 0.309, -0.007, 0.306, 0.350, 0.328, 0.366, 0.320], "e_tot_ha": -725.3725, "homo_lumo_gap_ev": 9.97, "e_homo_ev": -9.539, "relative_energy_ev": 1.369, "e_lumo_ev": 0.4281}

=====

{"formula": "C15H35AlClNS", "method": "wB97M-V/def2-TZVPD", "elements": ["Cl", "S", "Al", "N", "C", "C", "C", "C", "C", "C", "C", "C", "C", "C", "C", "C", "C", "C", "C", "H", "H", "H", "H", "H", "H", "H", "H", "H", "H", "H", "H", "H", "H", "H", "H", "H", "H", "H", "H", "H", "H", "H", "H", "H", "H", "H", "H", "H", "H", "H", "H", "H", "H", "H"], "positions_angstrom": [[-2.466, -1.115, 3.639], [-0.667, -1.568, 0.569], [-2.587, -0.651, 1.496], [4.209, 0.871, -1.310], [3.823, 2.013, -0.430], [-5.384, -0.969, 0.248], [-6.378, -1.166, 3.090], [2.076, -0.437, -0.989], [4.014, -0.908, 0.494], [-4.035, -1.652, 0.586], [2.823, -1.522, -0.230], [-6.248, -1.271, 4.615], [4.919, -0.181, -0.481], [4.044, 1.742, -4.644], [5.197, 1.348, -2.350], [-5.743, 0.302, 1.024], [-5.885, 0.180, 2.553], [4.704, 2.338, -3.400], [2.976, 0.287, -1.967], [-6.001, -2.285, 4.930], [3.008, 1.449, -4.487], [2.146, -2.011, 0.469], [-5.383, -0.699, -0.812], [4.726, 2.442, 0.000], [3.170, 1.659, 0.360], [-4.988, 1.063, 0.809], [3.672, -0.235, 1.284], [-6.684, 0.687, 0.613], [3.338, -0.382, -2.750], [5.343, -0.885, -1.198], [-6.604, 0.941, 2.874], [-4.945, 0.437, 3.049], [4.049, 2.475, -5.450], [4.619, -1.671, 0.987], [3.171, -2.290, -0.929], [4.592, 0.866, -4.995], [3.296, 2.758, -1.017], [-3.594, -2.012, -0.352], [6.010, 1.788, -1.772], [-2.526, 0.940, 1.284], [-4.212, -2.558, 1.176], [1.612, 0.263, -0.292], [-7.433, -1.277, 2.820], [5.603, 2.869, -3.719], [4.067, 3.103, -2.952], [-6.206, -1.685, 0.358], [-5.832, -1.979, 2.618], [0.209, -0.836, 1.271], [-5.456, -0.622, 4.986], [-7.179, -0.997, 5.116], [2.458, 1.123, -2.430], [5.737, 0.337, 0.020], [1.243, -0.868, -1.545], [5.579, 0.450, -2.837]], "mulliken_charge": [-0.420, -0.462, 0.449, 0.081, -1.000, -0.922, 0.049, -0.727, -0.686, -0.842, -0.547, -1.305, -0.643, -1.195, -0.555, -0.716, -0.597, -0.409, -0.781, 0.331, 0.299, 0.395, 0.421, 0.327, 0.448, 0.245, 0.296, 0.407, 0.460, 0.394, 0.360, 0.205, 0.391, 0.409, 0.289, 0.304, 0.375, 0.453, 0.466, -0.324, 0.367, 0.401, 0.297, 0.398, 0.225, 0.288, 0.068, -0.040, 0.320, 0.338, 0.392, 0.449, 0.361, 0.411], "e_tot_ha": -1748.1278, "homo_lumo_gap_ev": 6.50, "e_homo_ev": -7.115, "e_lumo_ev": -0.6156}

=====

{"formula": "C52H46N4O3P2STl", "method": "wB97M-V/def2-TZVPD", "elements": ["Tl", "S", "P", "P", "O", "O", "O", "N", "N", "N", "N", "C", "C", "C", "C", "C", "C", "C", "C", "C", "C", "C", "C", "C", "C", "C", "C", "C", "C", "C", "C", "C", "C", "C", "C", "C", "C", "C", "C", "C", "C", "C", "C", "C", "C", "C", "C", "C", "C", "C", "C", "C", "C", "C", "C", "C", "C", "C", "C", "C", "C", "C", "C", "H", "H", "H", "H", "H", "H", "H", "H", "H", "H", "H", "H", "H", "H", "H", "H", "H", "H", "H", "H", "H", "H", "H", "H", "H", "H", "H", "H", "H", "H", "H", "H", "H", "H", "H", "H", "H", "H", "H", "H", "H", "H", "H", "H", "H", "H"], "positions_angstrom": [[-0.737, 0.706, 0.999], [1.870, 0.207, -1.301], [1.239, 2.747, 0.042], [-0.353, -1.598, -0.947], [1.689, 0.038, 1.625], [2.892, -1.714, 1.088], [-1.592, 0.846, 3.232], [-2.305, 2.834, 1.061], [-3.370, 0.245, 0.476], [0.651, -2.001, 1.578], [-0.358, -1.404, 2.178], [-1.331, -2.047, 2.736], [-4.240, 1.337, 0.900], [0.945, -2.089, -2.154], [-1.019, 5.553, -1.926], [5.459, 2.124, -1.703], [2.922, 2.518, -0.668], [-2.243, -1.699, -3.091], [-0.307, -4.254, -0.165], [-2.493, 0.024, 3.595], [-3.025, -1.095, -4.061], [-1.525, 0.474, -2.362], [3.260, 1.292, -1.256], [-0.354, 4.876, -0.919], [3.937, -5.723, 0.837], [-0.147, 4.011, -3.547], [4.669, -4.736, 0.198], [1.764, -3.448, -3.953], [2.837, -2.589, -4.119], [1.731, -1.181, 1.466], [-1.127, -3.168, -0.463], [-0.914, 5.125, -3.241], [-3.040, -4.431, 0.268], [2.960, -1.457, -3.331], [0.452, 3.784, -1.226], [2.018, -1.205, -2.347], [4.551, 1.077, -1.711], [-3.051, 0.285, -4.195], [-2.223, -5.520, 0.532], [-3.629, 2.675, 0.480], [1.518, 3.757, 1.533], [3.166, -3.066, 1.046], [1.748, 3.705, 3.931], [2.165, 5.740, 2.724], [-3.469, -2.223, 3.849], [-2.496, -3.257, -0.223], [4.285, -3.413, 0.296], [2.131, 5.037, 3.919], [-1.492, -0.910, -2.223], [1.430, 3.070, 2.744], [-2.426, -1.406, 3.375], [-2.294, 1.071, -3.344], [-4.621, -0.328, 4.752], [-0.856, -5.427, 0.318], [0.539, 3.349, -2.548], [2.463, -4.045, 1.734], [-3.635, 0.506, 4.308], [0.812, -3.194, -2.981], [5.111, 3.360, -1.186], [-4.551, -1.708, 4.512], [3.856, 3.540, -0.627], [1.863, 5.109, 1.529], [2.846, -5.370, 1.608], [-3.626, -0.620, 0.938], [-3.623, -1.703, -4.720], [3.578, -2.791, -4.879], [-4.105, -4.499, 0.442], [-1.269, -3.136, 2.820], [-5.338, -2.358, 4.865], [-4.311, 3.486, 0.767], [4.851, -2.635, -0.193], [-3.521, 2.686, -0.607], [-0.441, 5.220, 0.103], [-5.463, 0.076, 5.297], [-3.679, 1.572, 4.500], [-1.838, 3.661, 0.710], [2.433, 6.787, 2.720], [-1.623, 6.417, -1.688], [3.598, 4.482, -0.170], [-2.340, 2.864, 2.075], [-0.216, -6.271, 0.527], [-2.301, 2.147, -3.435], [1.886, 5.675, 0.606], [-0.083, 3.656, -4.566], [-0.935, 1.093, -1.695], [-2.227, -2.777, -3.009], [-3.415, 0.118, -0.531], [-3.139, -2.415, -0.445], [2.386, 5.538, 4.840], [1.117, 2.033, 2.751], [-0.036, -3.853, -2.862], [-3.404, -3.287, 3.669], [4.220, -6.759, 0.736], [-2.651, -6.432, 0.920], [1.150, 2.490, -2.789], [1.702, 3.159, 4.863], [6.452, 1.966, -2.095], [-4.323, 1.291, 1.989], [4.867, 0.110, -2.067], [0.761, -4.174, -0.316], [3.764, -0.765, -3.519], [-3.657, 0.747, -4.960], [1.656, -4.306, -4.596], [-1.441, 5.649, -4.024], [1.627, -3.776, 2.361], [5.813, 4.180, -1.213], [-5.250, 1.262, 0.470], [5.550, -4.996, -0.371], [2.287, -6.129, 2.131]], "mulliken_charge": [2.145, 1.517, 1.294, 1.844, -0.366, -0.234, -0.695, -0.173, -0.191, 0.263, -0.002, -0.419, -0.588, -0.505, -1.070, -0.972, -0.695, -0.482, -0.824, 0.563, -0.843, -0.006, 1.276, -0.732, -0.726, -0.748, -0.593, -0.924, -1.149, 0.055, -0.071, -0.639, -1.018, -0.679, 1.048, 0.160, -0.810, -1.052, -0.949, -0.654, 1.266, 0.559, -1.029, -0.946, -0.926, -0.596, -0.477, -0.711, 1.248, -0.760, 0.596, -0.688, -0.477, -0.998, -0.574, -0.530, -0.628, -0.616, -0.922, -0.826, -0.618, -0.456, -0.424, 0.111, 0.486, 0.464, 0.506, 0.365, 0.425, 0.502, 0.542, 0.270, 0.654, 0.437, 0.450, 0.117, 0.444, 0.474, 0.314, 0.214, 0.538, 0.568, 0.504, 0.485, 0.242, 0.318, 0.073, 0.519, 0.422, 0.263, 0.379, 0.419, 0.423, 0.426, 0.224, 0.501, 0.429, 0.155, 0.437, 0.824, 0.664, 0.426, 0.488, 0.430, 0.401, 0.450, 0.477, 0.422, 0.496], "total_charge": 1, "e_tot_ha": -3707.0355, "homo_lumo_gap_ev": 5.34, "e_homo_ev": -9.628, "relative_energy_ev": 1.610, "e_lumo_ev": -4.2907}